Entry 1:
Formula: C40H60ClN9O5
Source: the OMol25 dataset
Level of theory: wB97M-V/def2-TZVPD

ORCA input file:
```
! wB97M-V def2-TZVPD RIJCOSX def2/J DEFGRID3
* xyz 0 1
C 0.88 1.34 3.02
C 0.18 1.32 1.71
N 1.11 1.31 0.47
C 2.22 2.46 0.68
C 1.87 -0.08 0.35
C 2.78 -0.20 -0.93
C 0.30 1.71 -0.86
C -0.91 0.86 -1.23
O -0.38 -0.45 -1.51
C -1.45 -1.42 -1.57
H 0.15 1.47 3.82
H 1.61 2.14 3.16
H 1.35 0.42 3.34
H -0.40 2.25 1.68
H -0.51 0.47 1.65
H 1.68 3.35 1.02
H 2.73 2.60 -0.27
H 2.98 2.07 1.35
H 1.16 -0.90 0.48
H 2.53 -0.03 1.21
H 2.15 -0.33 -1.81
H 3.38 -1.08 -0.69
H 3.45 0.65 -1.09
H 1.06 1.94 -1.60
H -0.03 2.66 -0.45
H -1.41 1.25 -2.11
H -1.59 0.92 -0.38
H -1.78 -1.77 -0.60
H -0.98 -2.29 -2.03
H -2.16 -1.24 -2.38
Cl 4.59 2.16 1.44
O 3.71 2.86 2.29
O 4.73 2.82 0.15
O 5.84 2.26 2.14
O 4.25 0.79 1.39
N -2.61 1.86 -3.36
C -2.81 0.93 -2.39
C -3.11 1.56 -1.23
C -2.82 2.94 -1.42
C -2.62 3.11 -2.75
H -2.27 1.73 -4.30
H -2.75 -0.15 -2.46
H -3.36 1.02 -0.33
H -2.84 3.71 -0.66
H -2.27 3.97 -3.30
N 1.61 -3.63 -0.90
C 1.64 -2.49 -1.61
C 1.69 -2.85 -2.96
C 1.85 -4.23 -2.98
C 1.70 -4.72 -1.70
H 1.34 -3.74 0.07
H 1.52 -1.51 -1.16
H 1.78 -2.19 -3.81
H 2.00 -4.77 -3.90
H 1.53 -5.75 -1.41
N -3.95 -3.47 -0.50
C -4.09 -2.17 -0.84
C -3.20 -1.90 -1.85
C -2.65 -3.10 -2.31
C -2.97 -4.00 -1.35
H -4.48 -3.91 0.24
H -4.84 -1.53 -0.41
H -3.24 -0.97 -2.39
H -2.13 -3.42 -3.20
H -2.70 -5.05 -1.31
N 0.44 4.54 0.84
C -0.38 3.73 1.50
C -1.42 3.51 0.63
C -1.11 4.03 -0.62
C 0.08 4.81 -0.45
H 1.18 5.08 1.26
H -0.22 3.68 2.56
H -2.34 3.01 0.89
H -1.64 3.97 -1.56
H 0.69 5.39 -1.11
N -1.57 0.06 3.30
C -0.64 -0.89 3.37
C -0.97 -1.93 2.50
C -2.02 -1.40 1.65
C -2.35 -0.12 2.18
H -1.62 0.82 3.96
H 0.05 -0.79 4.19
H -0.54 -2.91 2.38
H -2.60 -1.87 0.87
H -3.24 0.46 1.99
N -1.19 -1.95 -5.23
C -0.08 -2.22 -4.49
C -0.04 -1.23 -3.47
C -1.24 -0.45 -3.55
C -1.96 -1.05 -4.61
H -1.54 -2.47 -6.02
H 0.55 -3.06 -4.75
H 0.76 -1.04 -2.78
H -1.53 0.27 -2.81
H -2.90 -0.82 -5.09
N 1.36 -3.32 1.61
C 0.49 -3.05 0.54
C -0.12 -4.28 0.26
C 0.15 -5.16 1.29
C 1.07 -4.56 2.11
H 1.96 -2.63 2.03
H 0.38 -2.06 0.14
H -0.99 -4.38 -0.37
H -0.23 -6.17 1.31
H 1.65 -4.83 2.97
N 3.25 2.66 4.28
C 3.38 3.99 4.72
C 2.03 4.43 5.02
C 1.12 3.47 4.51
C 1.93 2.40 4.14
H 3.99 2.03 3.99
H 4.39 4.35 4.77
H 1.88 5.45 5.35
H 0.04 3.51 4.52
H 1.60 1.41 3.87
*
```

Values from the calculation:
- orbital gap (eV) = 6.16
- molecular weight (u) = 782.431
- lowest unoccupied orbital energy (eV) = 0.224

Entry 2:
Formula: C17H13Br2F12N2OSb2W
Source: the OMol25 dataset
Level of theory: wB97M-V/def2-TZVPD

ORCA input file:
```
! wB97M-V def2-TZVPD RIJCOSX def2/J DEFGRID3
* xyz 1 1
W 0.69 0.55 -0.57
Br -4.74 4.35 2.53
C -5.08 2.87 1.51
C -6.34 2.52 1.14
C -6.56 1.37 0.35
Br -8.33 1.03 -0.07
C -5.53 0.52 -0.12
C -5.75 -0.61 -0.93
C -4.66 -1.34 -1.35
C -3.38 -0.93 -0.95
N -3.16 0.13 -0.17
C -4.20 0.83 0.23
C -3.89 2.02 1.10
O -2.79 2.30 1.46
H -7.19 3.12 1.45
H -6.75 -0.89 -1.23
H -4.78 -2.20 -1.98
H -2.50 -1.45 -1.28
F -0.44 -0.97 -0.47
Sb 2.34 1.25 3.17
F 2.04 -0.63 3.20
F 4.16 0.98 2.63
F 2.74 1.28 5.03
F 1.36 2.11 0.34
F 0.17 0.42 1.25
C 2.20 -2.90 1.06
C 3.49 -2.21 0.86
C 4.70 -2.73 1.21
C 5.87 -2.01 0.93
C 5.91 -0.77 0.28
C 4.75 -0.16 -0.08
C 4.67 1.17 -0.72
C 3.48 -0.86 0.23
N 2.38 -0.29 -0.01
H 2.35 -3.93 1.37
H 1.60 -2.86 0.15
H 1.62 -2.37 1.82
H 4.77 -3.70 1.68
H 6.82 -2.46 1.22
H 6.87 -0.29 0.10
H 5.66 1.55 -0.96
H 4.16 1.87 -0.05
H 4.05 1.12 -1.62
F -0.83 1.48 -1.09
Sb -0.45 0.50 -4.53
F -1.95 1.42 -5.25
F -1.54 -0.32 -3.20
F -0.63 -0.98 -5.69
F 1.19 -0.60 -2.03
F 1.47 1.66 -1.94
*
```

Values from the calculation:
- energy above the lowest of the compared OMol25 structures with the same formula, charge and spin (kJ/mol) = 0.0
- orbital gap (spin up / spin down) (eV) = 5.94 / 5.94
- molecular weight (u) = 1076.448
- lowest unoccupied orbital energy (spin up / spin down) (eV) = -6.601 / -6.601

Entry 3:
Formula: C2H3OP
Source: the OMol25 dataset
Level of theory: wB97M-V/def2-TZVPD

ORCA input file:
```
! wB97M-V def2-TZVPD RIJCOSX def2/J DEFGRID3
* xyz 0 1
C -1.49 0.52 -0.14
C -0.39 -0.34 -0.11
O -2.49 1.09 -0.01
P 0.51 0.99 -1.19
H -0.10 -0.72 0.80
H -0.55 -1.11 -0.79
H 1.01 1.53 -0.08
*
```

Values from the calculation:
- energy above the lowest of the compared OMol25 structures with the same formula, charge and spin (kJ/mol) = 178.2
- orbital gap (eV) = 8.09
- molecular weight (u) = 74.019
- lowest unoccupied orbital energy (eV) = 0.460

Entry 4:
Formula: C11H9F13O5
Source: the OMol25 dataset
Level of theory: wB97M-V/def2-TZVPD

ORCA input file:
```
! wB97M-V def2-TZVPD RIJCOSX def2/J DEFGRID3
* xyz 0 1
O 0.95 3.09 -0.23
C 0.69 2.02 0.22
O 0.46 0.93 -0.53
C 1.55 0.02 -0.80
C 2.67 0.67 -1.60
O 3.90 0.10 -1.13
C 4.96 0.93 -1.15
F 5.26 1.35 -2.40
F 6.01 0.28 -0.66
F 4.76 2.05 -0.42
C 0.37 1.90 1.74
F 0.27 3.15 2.23
F -0.83 1.29 1.88
C 1.44 1.13 2.60
F 1.68 1.82 3.73
F 2.59 1.05 1.89
C 1.02 -0.29 3.05
F 2.06 -0.91 3.58
F 0.05 -0.22 3.95
F 0.58 -1.03 2.01
H 1.09 -0.77 -1.39
H 1.93 -0.44 0.10
H 2.56 0.44 -2.65
H 2.66 1.75 -1.50
C -5.02 -1.27 0.49
C -3.59 -0.78 0.36
O -2.83 -1.59 -0.57
C -3.05 -1.36 -1.86
O -3.78 -0.55 -2.34
C -2.14 -2.28 -2.69
F -2.23 -3.55 -2.30
F -0.86 -1.89 -2.55
F -2.46 -2.21 -3.98
H -5.03 -2.32 0.79
H -5.53 -0.69 1.25
H -5.56 -1.18 -0.45
H -3.06 -0.88 1.30
H -3.55 0.26 0.04
*
```

Values from the calculation:
- structure (SMILES) = O=C(OCCOC(F)(F)F)C(F)(F)C(F)(F)C(F)(F)F.CCOC(=O)C(F)(F)F
- orbital gap (eV) = 11.74
- molecular weight (u) = 468.162
- lowest unoccupied orbital energy (eV) = 0.239

Entry 5:
Formula: C22H67N10O7P4S
Source: the OMol25 dataset
Level of theory: wB97M-V/def2-TZVPD

ORCA input file:
```
! wB97M-V def2-TZVPD RIJCOSX def2/J DEFGRID3
* xyz 1 1
C -3.11 -1.53 -0.10
C -3.76 -2.75 -0.84
O -2.98 -3.21 -1.95
C -1.69 -3.63 -1.52
C -0.60 -2.80 -2.32
O -1.20 -2.05 -3.44
S -1.54 -0.48 -2.99
P -2.17 0.55 -4.78
N -1.98 2.08 -4.47
O -1.23 0.06 -6.06
O -3.76 0.14 -5.07
H -2.07 -1.74 0.26
H -3.71 -1.35 0.84
H -3.08 -0.59 -0.70
H -4.04 -3.56 -0.11
H -4.74 -2.39 -1.27
H -1.57 -4.71 -1.82
H -1.53 -3.61 -0.41
H 0.00 -2.11 -1.67
H 0.08 -3.55 -2.81
H -0.34 0.15 -2.66
H -1.32 2.47 -5.15
H -0.46 -0.43 -5.72
H -4.30 0.39 -4.30
O 0.40 -0.56 1.30
P 1.76 -1.02 1.86
N 1.23 -1.17 3.49
C 0.66 -0.03 4.21
C 0.37 -2.33 3.69
N 2.60 0.43 1.51
C 3.18 1.34 2.47
C 2.14 1.19 0.35
N 3.35 -1.71 2.32
C 3.71 -2.84 1.45
C 3.78 -2.01 3.68
H 0.46 -0.31 5.24
H -0.26 0.33 3.76
H 1.37 0.79 4.27
H 0.84 -3.23 3.26
H -0.61 -2.20 3.21
H 0.22 -2.53 4.75
H 2.44 2.05 2.85
H 3.99 1.92 2.01
H 3.65 0.83 3.31
H 1.27 1.81 0.60
H 1.88 0.52 -0.47
H 2.93 1.85 -0.02
H 3.10 -3.72 1.68
H 4.76 -3.10 1.55
H 3.54 -2.57 0.40
H 3.28 -2.89 4.10
H 3.63 -1.18 4.36
H 4.86 -2.21 3.68
O -4.88 1.21 1.83
P -5.13 2.64 2.34
N -6.02 2.17 3.74
C -7.23 1.37 3.63
C -5.16 1.59 4.77
N -6.10 3.14 1.02
C -7.50 3.50 1.06
C -5.82 2.51 -0.27
N -5.20 4.34 2.89
C -3.85 4.94 2.91
C -5.95 4.84 4.04
H -7.69 1.24 4.62
H -7.05 0.38 3.20
H -8.00 1.87 3.04
H -4.30 2.25 4.96
H -4.78 0.61 4.48
H -5.70 1.50 5.72
H -8.15 2.63 1.00
H -7.75 4.15 0.22
H -7.76 4.07 1.95
H -6.29 1.52 -0.35
H -4.74 2.39 -0.42
H -6.18 3.13 -1.10
H -3.26 4.54 3.75
H -3.90 6.03 3.00
H -3.32 4.71 1.98
H -5.50 4.55 5.00
H -6.98 4.51 4.04
H -5.98 5.94 4.01
O 5.30 -2.32 -1.35
P 5.44 -1.13 -2.31
N 4.10 -1.57 -3.31
C 4.04 -2.86 -3.98
C 2.82 -1.33 -2.64
N 6.97 -1.56 -2.94
C 7.27 -1.94 -4.30
C 7.86 -2.30 -2.04
N 5.60 0.40 -3.24
C 5.63 1.56 -2.34
C 4.85 0.75 -4.44
H 3.15 -2.92 -4.62
H 4.03 -3.71 -3.29
H 4.88 -2.98 -4.67
H 2.80 -0.32 -2.23
H 2.66 -2.04 -1.82
H 1.98 -1.41 -3.34
H 7.07 -3.00 -4.48
H 8.32 -1.76 -4.52
H 6.71 -1.35 -5.04
H 7.61 -3.36 -2.01
H 7.79 -1.90 -1.02
H 8.90 -2.19 -2.35
H 4.64 1.76 -1.92
H 5.98 2.46 -2.85
H 6.32 1.37 -1.51
H 3.81 1.00 -4.23
H 4.88 -0.03 -5.19
H 5.31 1.63 -4.91
*
```

Values from the calculation:
- orbital gap (eV) = 5.54
- molecular weight (u) = 739.804
- lowest unoccupied orbital energy (eV) = -4.348

Entry 6:
Formula: C5H17N2O
Source: the OMol25 dataset
Level of theory: wB97M-V/def2-TZVPD

ORCA input file:
```
! wB97M-V def2-TZVPD RIJCOSX def2/J DEFGRID3
* xyz 1 1
C -1.32 -0.56 0.63
N -2.36 -1.33 -0.14
C -3.20 -0.45 -0.99
C -0.46 0.32 -0.16
N 1.36 1.47 2.25
C 1.45 -1.18 -0.89
C 0.39 -0.11 -1.29
H -1.82 -0.04 1.44
H -0.73 -1.37 1.10
H -1.90 -2.09 -0.62
H -4.21 -0.17 -0.61
H -3.44 -0.84 -1.98
H -2.70 0.51 -1.08
H -0.74 1.36 -0.30
H 1.39 1.04 3.17
H 1.11 2.44 2.24
H 0.89 0.96 1.52
H 1.06 -1.89 -0.16
H 2.21 -0.70 -0.26
H 2.08 -1.65 -1.64
H 0.86 0.81 -1.61
H -0.29 -0.65 -1.97
H 4.15 1.68 0.56
H 2.75 1.20 0.70
O 3.47 1.24 0.05
*
```

Values from the calculation:
- energy above the lowest of the compared OMol25 structures with the same formula, charge and spin (kJ/mol) = 464.4
- orbital gap (eV) = 6.57
- molecular weight (u) = 121.204
- lowest unoccupied orbital energy (eV) = -7.427